{"formula": "C49H63FeN4OP2SSi", "method": "ωB97M-V/def2-TZVPD", "species": ["Fe", "C", "Si", "C", "C", "C", "C", "C", "C", "P", "C", "C", "C", "C", "C", "C", "C", "C", "C", "C", "C", "C", "C", "C", "C", "C", "C", "C", "P", "C", "C", "C", "C", "C", "C", "C", "C", "C", "C", "C", "C", "H", "H", "H", "H", "H", "H", "H", "H", "H", "H", "H", "H", "H", "H", "H", "H", "H", "H", "H", "H", "H", "H", "H", "H", "H", "H", "H", "H", "H", "H", "H", "H", "H", "H", "H", "H", "H", "H", "H", "H", "H", "H", "H", "H", "H", "H", "H", "H", "H", "H", "H", "H", "H", "H", "H", "S", "N", "C", "C", "C", "C", "C", "N", "C", "C", "N", "C", "C", "C", "C", "C", "N", "H", "H", "H", "H", "H", "H", "O", "H", "H"], "positions_angstrom": [[0.11307, -0.06920, -0.00981], [0.79592, 1.21905, 3.48292], [0.04737, 1.56332, 1.78982], [1.11703, 2.97393, 1.11806], [1.67009, 3.90081, 2.01509], [2.44214, 4.96607, 1.57116], [2.70440, 5.10119, 0.21606], [2.16467, 4.20216, -0.69201], [1.35447, 3.15380, -0.26060], [0.39382, 2.09281, -1.38772], [-1.21286, 3.04025, -1.55805], [-1.13785, 4.54183, -1.24914], [-2.54041, 5.16250, -1.27053], [-3.28615, 4.87797, -2.57507], [-3.32076, 3.37945, -2.86714], [-1.89754, 2.82198, -2.92108], [1.10469, 2.11860, -3.10627], [2.41339, 1.31108, -3.25480], [3.09078, 1.58632, -4.61151], [2.05525, 1.89363, -5.68981], [1.28451, 3.18579, -5.34506], [1.29287, 3.46270, -3.83126], [-1.76594, 2.11234, 1.81882], [-2.11310, 3.39051, 2.27025], [-3.41727, 3.85553, 2.16727], [-4.39059, 3.06346, 1.57245], [-4.07775, 1.78784, 1.12823], [-2.78207, 1.28886, 1.27432], [-2.30172, -0.42364, 0.86549], [-2.78931, -1.44537, 2.35302], [-1.70045, -1.61069, 3.43405], [-1.75285, -0.56343, 4.54692], [-3.12794, -0.52320, 5.19420], [-4.13278, -0.09880, 4.13479], [-4.16185, -1.09796, 2.97707], [-3.35523, -1.08049, -0.51389], [-3.26472, -0.10948, -1.69455], [-3.65686, -0.78747, -3.02271], [-4.53529, -2.02525, -2.79470], [-5.51866, -1.77077, -1.65626], [-4.81249, -1.52421, -0.29895], [0.34137, 1.88141, 4.22886], [1.86749, 1.44059, 3.45555], [0.65778, 0.19740, 3.83696], [1.49926, 3.79077, 3.08193], [2.84042, 5.68268, 2.27951], [3.32308, 5.91494, -0.14099], [2.37483, 4.34507, -1.74172], [-1.86479, 2.59453, -0.79952], [-0.50831, 5.05007, -1.98704], [-0.68451, 4.70959, -0.27048], [-2.44735, 6.24004, -1.12443], [-3.11678, 4.76595, -0.42708], [-2.79061, 5.39719, -3.40337], [-4.30257, 5.27108, -2.51169], [-3.83663, 3.18250, -3.80947], [-3.88087, 2.87121, -2.07383], [-1.35423, 3.35658, -3.70394], [-1.91415, 1.76385, -3.20414], [0.31565, 1.59781, -3.65986], [2.19543, 0.24113, -3.16669], [3.09921, 1.56968, -2.44824], [3.69718, 0.72627, -4.89647], [3.77338, 2.43359, -4.52060], [1.36627, 1.04592, -5.78369], [2.54516, 1.99819, -6.65743], [0.25290, 3.11331, -5.69962], [1.73604, 4.03695, -5.85659], [0.52900, 4.19236, -3.58068], [2.25665, 3.89378, -3.56097], [-1.35326, 4.03717, 2.70131], [-3.67363, 4.84217, 2.53544], [-5.40010, 3.44007, 1.45782], [-4.85350, 1.18566, 0.67611], [-2.89228, -2.42219, 1.86148], [-0.71317, -1.61972, 2.97165], [-1.84088, -2.59709, 3.89229], [-1.54971, 0.42872, 4.13584], [-0.98050, -0.78731, 5.28597], [-3.13349, 0.16744, 6.03810], [-3.39059, -1.51597, 5.57935], [-3.87713, 0.90280, 3.77674], [-5.13750, -0.04259, 4.55567], [-4.85363, -0.74110, 2.22561], [-4.57390, -2.03970, 3.35798], [-2.79491, -1.98704, -0.78224], [-2.25287, 0.29857, -1.76355], [-3.92187, 0.73685, -1.49597], [-2.75865, -1.07494, -3.58058], [-4.19699, -0.07023, -3.64361], [-3.91904, -2.90495, -2.57142], [-5.08277, -2.25485, -3.70851], [-6.20742, -2.60873, -1.55319], [-6.12315, -0.89698, -1.91615], [-4.83083, -2.43522, 0.30169], [-5.38580, -0.77759, 0.23701], [-1.59854, -6.94428, 0.20056], [-1.62440, -5.92345, -1.03936], [-0.97815, -4.84182, -0.63890], [-0.71735, -3.66587, -1.45358], [-0.94474, -3.65796, -2.83656], [-0.65329, -2.53846, -3.55795], [-0.22335, -1.41507, -2.86372], [-0.01201, -1.40377, -1.55414], [-0.17875, -2.54980, -0.83062], [0.35092, -2.64716, 0.56697], [1.04640, -1.60426, 1.07686], [1.78586, -1.77508, 2.16126], [1.79931, -2.96483, 2.88091], [1.00101, -3.98935, 2.45191], [0.27681, -3.84404, 1.26371], [-0.49786, -4.92862, 0.68628], [-0.77899, -6.07755, 1.27494], [-1.34659, -4.54813, -3.30853], [-0.78366, -2.50296, -4.63134], [-0.06773, -0.47262, -3.37565], [2.38258, -0.92471, 2.46845], [2.42361, -3.06224, 3.75952], [0.94925, -4.92857, 2.99087], [2.50395, 0.27152, -0.37445], [2.97222, -0.48265, -0.75299], [3.14366, 0.73229, 0.18334]], "total_charge": 2, "multiplicity": 6, "total_energy_ha": -4832.9496}

***

{"formula": "C4H5LiO3", "method": "ωB97M-V/def2-TZVPD", "species": ["O", "C", "O", "Li", "O", "C", "H", "H", "C", "H", "C", "H", "H"], "positions_angstrom": [[-0.84511, -0.44987, -0.42590], [0.13275, 0.23566, 0.35782], [-0.12925, 1.31608, 0.81979], [0.35768, 1.71994, 2.68833], [1.01383, -0.61387, 0.69658], [1.71843, -0.34469, 1.95904], [2.66681, 0.13486, 1.68951], [1.71010, -1.28880, 2.51321], [-1.69343, 0.24438, -1.11855], [-1.78079, 1.27971, -0.75063], [-0.98165, -0.37917, -2.60153], [-0.30979, -1.24789, -2.61027], [-1.85957, -0.60633, -3.21740]], "de_lowest_kcal_mol": 38.3, "total_charge": 1, "multiplicity": 2, "total_energy_ha": -388.1753}

***

{"formula": "C26H57N4O2", "method": "ωB97M-V/def2-TZVPD", "species": ["N", "C", "O", "C", "C", "N", "C", "C", "C", "C", "N", "O", "C", "N", "H", "H", "H", "H", "H", "H", "H", "H", "H", "H", "H", "H", "H", "H", "H", "C", "C", "C", "C", "C", "C", "H", "H", "H", "H", "H", "H", "H", "H", "H", "H", "H", "H", "H", "H", "C", "C", "C", "C", "C", "C", "H", "H", "H", "H", "H", "H", "H", "H", "H", "H", "H", "H", "H", "H", "C", "C", "C", "C", "C", "C", "H", "H", "H", "H", "H", "H", "H", "H", "H", "H", "H", "H", "H", "H"], "positions_angstrom": [[-3.44174, 1.07931, -2.84070], [-2.62542, 0.29300, -2.40560], [-1.78690, -0.86622, -2.31465], [-1.24959, -0.83933, -0.93458], [-1.38239, -2.33950, -0.37857], [-0.39761, -2.72102, 0.67655], [0.24397, -1.55364, 1.34409], [-0.65370, -0.94924, 2.57377], [0.05629, -1.39256, 3.98191], [-0.69122, -0.77938, 5.26923], [-0.41700, 0.66929, 5.54750], [-1.47417, -1.49239, 5.95068], [0.77009, -0.39710, 0.33305], [0.20365, -0.49028, -1.06225], [-1.84086, -0.06780, -0.31093], [-1.18780, -3.05236, -1.27528], [-2.48402, -2.52878, -0.08575], [0.28628, -3.41645, 0.34880], [1.19580, -1.96498, 1.86431], [-0.76902, 0.19585, 2.50919], [-1.69654, -1.45428, 2.59381], [0.14113, -2.53917, 4.00911], [1.14436, -0.99514, 3.89900], [0.28181, 0.68840, 6.30590], [-1.33457, 1.03258, 5.85445], [1.91668, -0.52312, 0.23122], [0.50855, 0.61207, 0.81111], [0.71914, -1.11261, -1.70674], [0.25798, 0.46862, -1.48026], [3.42843, 5.38950, -3.00491], [2.79929, 4.83636, -4.27564], [1.31135, 5.17107, -4.40751], [0.41380, 4.59052, -3.31202], [0.46464, 3.06964, -3.15988], [-0.00689, 2.31838, -4.39490], [2.97117, 4.96419, -2.10741], [4.49506, 5.15055, -2.97700], [3.32580, 6.47732, -2.96144], [2.95410, 3.75302, -4.32189], [3.32721, 5.25835, -5.13730], [0.96120, 4.83024, -5.38745], [1.19345, 6.26019, -4.41029], [-0.61971, 4.89161, -3.51905], [0.67109, 5.04444, -2.34981], [-0.17681, 2.78490, -2.31502], [1.47862, 2.74603, -2.89915], [-1.03553, 2.59078, -4.64633], [0.02284, 1.23923, -4.21187], [0.62544, 2.52368, -5.26137], [-0.60005, -6.44340, -1.57736], [-0.76635, -6.57913, -0.07038], [0.54957, -6.86239, 0.65889], [1.23428, -8.17822, 0.28050], [0.38754, -9.43547, 0.48675], [0.00137, -9.66844, 1.94089], [-0.22982, -7.36645, -2.02916], [-1.56150, -6.21002, -2.04380], [0.09806, -5.63590, -1.82148], [-1.50203, -7.35877, 0.14989], [-1.18493, -5.64351, 0.31927], [0.36299, -6.84322, 1.73769], [1.24756, -6.03914, 0.46109], [2.15446, -8.26969, 0.86904], [1.55218, -8.13690, -0.76640], [0.95985, -10.30051, 0.13581], [-0.51536, -9.39495, -0.13084], [0.89136, -9.75881, 2.57018], [-0.57369, -10.59319, 2.03475], [-0.61560, -8.85521, 2.33125], [0.30967, 3.38384, 3.00451], [-1.02770, 4.07082, 2.77594], [-1.44348, 4.08836, 1.30581], [-0.50752, 4.85513, 0.37051], [-0.28235, 6.32474, 0.72986], [-1.55564, 7.15766, 0.67898], [1.12461, 3.90299, 2.49350], [0.54705, 3.36614, 4.07127], [0.28138, 2.34884, 2.64813], [-0.99451, 5.08736, 3.17997], [-1.79640, 3.53946, 3.34795], [-2.45429, 4.50214, 1.23227], [-1.51683, 3.05281, 0.94897], [-0.91562, 4.79560, -0.64539], [0.46443, 4.35046, 0.33236], [0.43915, 6.74837, 0.02286], [0.17363, 6.41127, 1.72109], [-2.00386, 7.12292, -0.31817], [-1.33260, 8.20180, 0.91260], [-2.29674, 6.80881, 1.40226]], "total_charge": 1, "total_energy_ha": -1393.9805}

***

> Number 3 is which compound?

C26H57N4O2

***

> Which formula does entry 3 have?

C26H57N4O2